(a)
Density functional theory data (ωB97M-V/def2-TZVPD) for a single C7H14Si molecule.

Atoms and positions in Å:
1 C -2.021 -1.882 0.584
2 C -2.222 -0.635 0.199
3 C -1.049 0.211 0.548
4 C -1.255 1.045 1.673
5 Si 0.657 0.174 -0.349
6 C 1.373 1.980 -0.232
7 C 0.417 -0.163 -2.198
8 C 1.941 -0.985 0.494
9 H -2.736 -2.706 0.508
10 H -1.246 -2.263 1.193
11 H -3.106 -0.350 -0.293
12 H -0.521 1.768 2.077
13 H -2.277 1.116 2.266
14 H 0.602 2.715 0.062
15 H 2.285 2.233 0.359
16 H 1.675 2.122 -1.309
17 H 1.186 0.203 -2.921
18 H 0.326 -1.189 -2.250
19 H -0.509 0.263 -2.431
20 H 2.268 -1.670 -0.217
21 H 2.833 -0.459 0.963
22 H 1.379 -1.530 1.276

Its LUMO energy is 0.9 eV. The spin multiplicity is 1. For the HOMO energy, the calculation gives -9.12 eV. As for the HOMO-LUMO gap: 10.06 eV.

(b)
Density functional theory data (ωB97M-V/def2-TZVPD) for 2 unconnected molecules or ions with the total composition C7H14Si.

Atoms and positions in Å:
1 C -1.543 0.002 -2.138
2 C -1.047 0.218 -1.071
3 C -1.930 -0.353 -3.450
4 C 2.275 -0.036 -0.295
5 C 1.148 -1.273 1.777
6 C -1.587 0.874 1.951
7 C 1.362 0.013 1.010
8 Si -0.381 0.747 0.546
9 H -1.495 0.283 -4.154
10 H -1.661 -1.379 -3.704
11 H -3.070 -0.410 -3.446
12 H 3.249 -0.561 -0.057
13 H 1.666 -0.686 -1.011
14 H 2.375 0.872 -0.876
15 H 1.322 -2.150 1.062
16 H 0.171 -1.478 2.339
17 H 2.016 -1.445 2.530
18 H -2.536 1.284 1.629
19 H -1.601 -0.076 2.598
20 H -1.166 1.734 2.535
21 H 2.035 0.725 1.543
22 H 0.395 3.097 0.683

Its LUMO energy is 0.1 eV. The spin multiplicity is 1. For the HOMO energy, the calculation gives -7.94 eV. As for the HOMO-LUMO gap: 8.06 eV.

(a) is favored, and the nearest alternative lies 0.1114 hartree above it.

(a)
Density functional theory data (ωB97M-V/def2-TZVPD) for a single C4H9NOS molecule.

Atoms and positions in Å:
1 C -0.464 0.479 -1.214
2 C -1.561 0.719 -0.080
3 C 0.779 0.086 0.892
4 C 0.676 -1.454 1.090
5 N 0.828 0.534 -0.689
6 O -0.074 2.453 1.544
7 S -0.616 1.104 1.463
8 H -0.718 -0.448 -1.695
9 H -0.606 1.417 -1.862
10 H -2.390 1.376 -0.389
11 H -1.895 -0.213 0.199
12 H 1.675 0.533 1.305
13 H 1.410 -1.701 0.427
14 H -0.265 -1.892 0.637
15 H 0.742 -1.816 2.047
16 H 1.105 1.498 -0.632

Its LUMO energy is 0.8 eV. The spin multiplicity is 1. For the HOMO energy, the calculation gives -8.85 eV. As for the HOMO-LUMO gap: 9.69 eV.

(b)
Density functional theory data (ωB97M-V/def2-TZVPD) for a single C4H9NOS molecule.

Atoms and positions in Å:
1 N -1.614 -0.296 0.486
2 C -0.259 0.092 0.812
3 C -0.170 1.190 1.844
4 O -1.137 1.640 2.399
5 C 0.567 0.475 -0.403
6 C 0.550 -0.535 -1.527
7 S 1.595 -1.962 -1.091
8 H -2.173 -0.173 1.327
9 H -2.008 0.386 -0.157
10 H 0.228 -0.790 1.262
11 H 0.821 1.592 2.120
12 H 1.595 0.556 -0.045
13 H 0.332 1.491 -0.726
14 H -0.459 -0.897 -1.727
15 H 0.921 -0.068 -2.436
16 H 1.213 -2.702 -2.137

Its LUMO energy is 0.8 eV. The spin multiplicity is 1. For the HOMO energy, the calculation gives -9.19 eV. As for the HOMO-LUMO gap: 9.99 eV.

(c)
Density functional theory data (ωB97M-V/def2-TZVPD) for a single C4H9NOS molecule.

Atoms and positions in Å:
1 C 0.008 0.810 -0.199
2 C -0.303 -0.542 0.378
3 C 1.093 1.608 0.495
4 C 0.678 2.268 1.598
5 N -1.257 -2.914 -0.486
6 O -0.026 -1.395 -2.182
7 S -1.224 -1.453 -0.943
8 H 0.389 0.741 -1.230
9 H -0.910 1.475 -0.299
10 H 0.676 -0.923 0.808
11 H -0.911 -0.592 1.360
12 H 2.106 1.567 0.124
13 H -0.342 2.470 1.613
14 H 1.400 2.689 2.280
15 H 0.414 -2.294 -2.285
16 H -1.791 -3.516 -1.031

Its LUMO energy is 0.9 eV. The spin multiplicity is 1. For the HOMO energy, the calculation gives -8.98 eV. As for the HOMO-LUMO gap: 9.85 eV.

(d)
Density functional theory data (ωB97M-V/def2-TZVPD) for a molecular structure, C4H9NOS.

Atoms and positions in Å:
1 C 1.357 0.253 -0.618
2 C 0.564 1.581 -0.616
3 C 0.113 -0.500 -0.317
4 C 0.136 -1.586 0.691
5 N -2.107 0.980 -0.155
6 O -1.083 -1.425 1.255
7 S -0.682 0.980 0.509
8 H 1.580 0.012 -1.582
9 H 2.156 -0.096 0.181
10 H 1.155 2.409 -0.708
11 H 0.017 1.400 -1.515
12 H -0.494 -0.840 -1.038
13 H 0.867 -1.648 1.384
14 H 0.005 -2.632 0.381
15 H -1.056 -0.731 1.924
16 H -2.528 1.844 0.224

Its LUMO energy is 0.7 eV. The spin multiplicity is 1. For the HOMO energy, the calculation gives -8.27 eV. As for the HOMO-LUMO gap: 8.97 eV.

(b) is favored, and the nearest alternative lies 0.0624 hartree above it.

(a)
Density functional theory data (ωB97M-V/def2-TZVPD) for 2 unconnected molecules or ions with the total composition C4H9NOS.

Atoms and positions in Å:
1 C -0.031 -0.345 -1.092
2 C 0.751 -1.385 -0.367
3 C -0.581 -0.567 -2.491
4 C 0.183 1.962 2.766
5 N -0.301 0.632 -0.336
6 O 0.207 -0.442 3.403
7 S 0.792 0.439 2.458
8 H 0.309 -1.333 0.685
9 H 0.783 -2.464 -0.588
10 H 1.752 -1.045 -0.434
11 H -0.903 0.459 -2.946
12 H -1.523 -0.980 -2.349
13 H -0.055 -1.150 -3.274
14 H 0.339 2.604 1.891
15 H -0.667 2.287 3.319
16 H -1.055 1.329 -0.645

Its LUMO energy is 0.2 eV. The spin multiplicity is 1. For the HOMO energy, the calculation gives -8.83 eV. As for the HOMO-LUMO gap: 9.07 eV.

(b)
Density functional theory data (ωB97M-V/def2-TZVPD) for a single C4H9NOS molecule.

Atoms and positions in Å:
1 C -0.336 -0.711 2.316
2 N -0.119 -1.581 1.115
3 C 0.115 -1.074 -0.154
4 O 0.314 -1.908 -1.019
5 C 0.265 0.422 -0.299
6 C 0.135 0.797 -1.734
7 S 0.411 2.645 -1.835
8 H -0.276 -1.309 3.235
9 H 0.370 0.105 2.356
10 H -1.400 -0.445 2.187
11 H -0.212 -2.577 1.217
12 H 1.197 0.839 0.088
13 H -0.572 0.793 0.308
14 H 0.873 0.442 -2.516
15 H -0.884 0.706 -2.167
16 H 0.120 2.856 -3.097

Its LUMO energy is 0.8 eV. The spin multiplicity is 1. For the HOMO energy, the calculation gives -9.02 eV. As for the HOMO-LUMO gap: 9.78 eV.

(b) is favored, and the nearest alternative lies 0.1064 hartree above it.

(a)
Density functional theory data (ωB97M-V/def2-TZVPD) for a single C4H9NOS molecule.

Atoms and positions in Å:
1 C 1.457 -0.691 0.044
2 C 0.050 -0.392 -0.370
3 C -0.223 -0.838 -1.772
4 O -0.136 1.035 -0.276
5 C -0.831 1.544 0.737
6 N -0.979 0.834 1.882
7 S -1.383 3.077 0.609
8 H 2.069 0.052 -0.492
9 H 1.667 -0.476 1.093
10 H 1.771 -1.705 -0.137
11 H -0.727 -0.779 0.292
12 H -0.188 -1.928 -1.748
13 H -1.214 -0.489 -2.110
14 H 0.459 -0.469 -2.533
15 H -1.164 1.311 2.776
16 H -0.629 -0.088 2.004

Its LUMO energy is 0.7 eV. The spin multiplicity is 1. For the HOMO energy, the calculation gives -8.22 eV. As for the HOMO-LUMO gap: 8.87 eV.

(b)
Density functional theory data (ωB97M-V/def2-TZVPD) for a molecular structure, C4H9NOS.

Atoms and positions in Å:
1 C -1.862 1.077 0.444
2 N -0.773 1.099 -0.495
3 C -0.183 -0.291 -0.556
4 C 1.033 -0.730 -1.264
5 S 2.408 -1.458 -0.195
6 C 0.517 -0.611 0.835
7 O 0.970 0.338 1.647
8 H -2.213 2.104 0.703
9 H -2.698 0.411 0.256
10 H -1.426 0.776 1.424
11 H 0.022 1.584 -0.096
12 H -0.990 -1.081 -0.637
13 H 0.823 -1.514 -2.036
14 H 1.467 0.198 -1.929
15 H 2.699 -0.341 0.551
16 H 0.205 -1.559 1.349

Its LUMO energy is 0.4 eV. The spin multiplicity is 1. For the HOMO energy, the calculation gives -8.94 eV. As for the HOMO-LUMO gap: 9.32 eV.

(a) is favored, and the nearest alternative lies 0.1173 hartree above it.

(a)
Density functional theory data (ωB97M-V/def2-TZVPD) for a single C4H9NOS molecule.

Atoms and positions in Å:
1 C -0.085 1.574 0.411
2 C 0.031 0.198 -0.216
3 C -1.162 -0.703 0.052
4 S -2.687 -0.022 -0.773
5 N 1.232 -0.465 0.282
6 C 2.127 -1.028 -0.572
7 O 1.981 -1.125 -1.771
8 H 0.898 2.050 0.327
9 H -0.286 1.511 1.488
10 H -0.829 2.207 -0.050
11 H 0.136 0.288 -1.297
12 H -0.981 -1.700 -0.327
13 H -1.421 -0.764 1.103
14 H -3.532 -0.377 0.200
15 H 1.546 -0.256 1.216
16 H 3.031 -1.387 -0.071

Its LUMO energy is 0.7 eV. The spin multiplicity is 1. For the HOMO energy, the calculation gives -9.21 eV. As for the HOMO-LUMO gap: 9.95 eV.

(b)
Density functional theory data (ωB97M-V/def2-TZVPD) for a single C4H9NOS molecule.

Atoms and positions in Å:
1 C -0.119 -0.131 -1.383
2 C 0.141 0.256 0.095
3 C 1.165 -0.570 0.824
4 S 2.475 -1.104 -0.442
5 N -1.065 0.252 1.040
6 C -2.224 0.908 0.671
7 O -2.281 1.904 -0.018
8 H -1.038 0.263 -1.887
9 H -0.009 -1.162 -1.484
10 H 0.815 0.269 -1.905
11 H 0.511 1.347 -0.076
12 H 1.697 0.100 1.500
13 H 0.560 -1.338 1.337
14 H 3.476 -1.181 -1.469
15 H -1.086 -0.417 1.886
16 H -3.018 0.604 1.312

Its LUMO energy is -1.3 eV. The spin multiplicity is 1. For the HOMO energy, the calculation gives -8.95 eV. As for the HOMO-LUMO gap: 7.66 eV.

(a) is favored, and the nearest alternative lies 0.1553 hartree above it.

(a)
Density functional theory data (ωB97M-V/def2-TZVPD) for a single C8H14O molecule.

Atoms and positions in Å:
1 C -0.969 0.076 0.157
2 C 1.144 0.665 2.035
3 C -2.160 -0.771 -0.149
4 C 0.672 -1.857 -0.874
5 C 0.555 2.010 -1.084
6 C 0.384 -0.442 1.337
7 C 0.528 -0.487 -0.263
8 C 0.143 0.578 -1.157
9 O 0.221 -1.531 1.931
10 H -1.218 1.062 0.531
11 H -0.104 0.282 -2.179
12 H 1.063 0.536 3.117
13 H 2.198 0.616 1.763
14 H 0.776 1.664 1.798
15 H -2.531 -0.626 -1.165
16 H -1.936 -1.825 0.024
17 H -2.966 -0.491 0.537
18 H 1.638 -1.892 -1.387
19 H 0.658 -2.629 -0.102
20 H -0.110 -2.091 -1.604
21 H -0.182 2.644 -1.586
22 H 0.687 2.380 -0.070
23 H 1.508 2.128 -1.610

Its LUMO energy is 0.9 eV. The spin multiplicity is 1. For the HOMO energy, the calculation gives -7.92 eV. As for the HOMO-LUMO gap: 8.78 eV.

(b)
Density functional theory data (ωB97M-V/def2-TZVPD) for a single C8H14O molecule.

Atoms and positions in Å:
1 C -0.398 2.292 2.613
2 C -0.525 1.146 1.957
3 C 0.119 0.802 0.687
4 C 1.212 1.427 0.259
5 C -0.551 -0.338 -0.053
6 C -0.114 -1.669 0.570
7 C -0.372 -0.297 -1.591
8 C 0.850 -1.048 -2.119
9 O -1.543 -0.774 -2.226
10 H 0.215 3.099 2.250
11 H -0.916 2.470 3.540
12 H -1.187 0.389 2.358
13 H 1.675 2.205 0.841
14 H 1.689 1.197 -0.675
15 H -1.632 -0.230 0.107
16 H -0.379 -1.693 1.625
17 H -0.607 -2.509 0.083
18 H 0.963 -1.795 0.493
19 H -0.317 0.754 -1.898
20 H 1.761 -0.728 -1.622
21 H 0.734 -2.120 -1.971
22 H 0.949 -0.863 -3.186
23 H -1.624 -1.718 -2.043

Its LUMO energy is 0.9 eV. The spin multiplicity is 1. For the HOMO energy, the calculation gives -8.89 eV. As for the HOMO-LUMO gap: 9.79 eV.

(c)
Density functional theory data (ωB97M-V/def2-TZVPD) for 2 unconnected molecules or ions with the total composition C8H14O.

Atoms and positions in Å:
1 C 0.272 -1.487 -1.492
2 C 0.705 -1.342 -0.255
3 C 0.379 -2.039 1.054
4 O 1.765 -0.475 -0.334
5 C 2.213 0.115 0.854
6 H -0.576 -2.104 -1.775
7 H 0.706 -0.936 -2.331
8 H -0.545 -2.595 1.158
9 H 0.344 -1.129 1.847
10 H 1.174 -2.658 1.196
11 H 1.657 0.932 1.296
12 H 3.184 0.644 0.676
13 H 2.294 -0.793 1.554
14 C -1.071 1.352 1.586
15 C -0.890 1.584 0.338
16 C -0.656 1.626 -0.912
17 C -1.837 1.516 -1.904
18 H -0.949 2.186 2.266
19 H -1.369 0.277 1.968
20 H 0.259 1.434 -1.222
21 H -1.591 1.827 -2.983
22 H -2.230 0.480 -1.983
23 H -2.753 2.136 -1.677

Its LUMO energy is 0.9 eV. The spin multiplicity is 1. For the HOMO energy, the calculation gives -8.40 eV. As for the HOMO-LUMO gap: 9.30 eV.

(d)
Density functional theory data (ωB97M-V/def2-TZVPD) for a single C8H14O molecule.

Atoms and positions in Å:
1 C -1.306 -1.338 0.245
2 C -1.713 -0.138 0.109
3 C 0.179 -1.621 0.351
4 C 0.991 -0.337 0.600
5 C 0.284 0.893 0.109
6 C -2.982 0.611 -0.096
7 C 2.530 -0.613 0.120
8 C 0.364 1.521 -1.208
9 O 0.268 1.925 1.139
10 H -1.964 -2.197 0.157
11 H 0.437 -2.311 1.180
12 H 0.503 -2.263 -0.505
13 H 1.071 -0.244 1.791
14 H -3.094 1.360 0.778
15 H -3.838 -0.017 0.281
16 H -3.243 1.098 -0.948
17 H 2.646 -0.277 -0.944
18 H 2.796 -1.659 0.036
19 H 3.266 -0.227 0.758
20 H 0.109 2.531 -1.130
21 H -0.286 1.190 -1.986
22 H 1.305 1.398 -1.739
23 H 0.247 1.538 2.056

Its LUMO energy is 0.9 eV. The spin multiplicity is 1. For the HOMO energy, the calculation gives -7.60 eV. As for the HOMO-LUMO gap: 8.50 eV.

(b) is favored, and the nearest alternative lies 0.0749 hartree above it.